Formula: C21H26FN3O3
Source: OMol25
Level of theory: wB97M-V/def2-TZVPD

Each atom is followed by the atoms it is bonded to, with distances in Å.
CARTESIAN COORDINATES (ANGSTROEM)
1 C -3.64 -3.06 1.21  C2 1.483, H29 1.074, H30 1.232, H31 1.136
2 C -4.72 -2.39 0.45  C1 1.483, C3 1.568, H32 1.145, H33 1.181
3 C -4.44 -1.84 -0.99  C2 1.568, C4 1.560, H34 1.259, H35 0.892
4 C -3.60 -0.62 -0.50  C3 1.560, C5 1.417, N28 1.256
5 C -3.81 0.67 0.04  C4 1.417, C6 1.320, H36 1.261
6 C -2.71 1.39 0.01  C5 1.320, C7 1.544, O27 1.382
7 C -2.34 2.80 0.52  C6 1.544, N8 1.584, H37 1.114, H38 1.074
8 N -0.78 2.56 0.70  C7 1.584, C9 1.438, H39 1.077
9 C 0.02 3.54 0.02  N8 1.438, O10 1.271, C11 1.479
10 O -0.43 4.27 -0.92  C9 1.271
11 C 1.41 3.07 0.21  C9 1.479, C12 1.511, C26 1.451, H40 1.097
12 C 1.95 2.84 1.60  C11 1.511, C13 1.442, H41 1.289, H42 0.905
13 C 2.25 1.47 1.93  C12 1.442, C14 1.670, H43 1.232, H44 0.886
14 C 3.23 0.89 0.71  C13 1.670, O15 1.198, N16 1.239
15 O 4.18 0.40 1.26  C14 1.198
16 N 2.93 1.29 -0.42  C14 1.239, C17 1.629, C26 1.448
17 C 3.72 0.46 -1.57  N16 1.629, C18 1.386, H45 1.038, H46 1.130
18 C 3.01 -0.53 -2.23  C17 1.386, C19 1.340, H47 1.192, H48 1.039
19 C 2.40 -1.36 -1.37  C18 1.340, C20 1.368, C25 1.407
20 C 1.05 -1.37 -1.13  C19 1.368, C21 1.574, H49 1.137
21 C 0.43 -2.51 -0.23  C20 1.574, C22 1.410, H50 1.103
22 C 1.27 -3.35 0.54  C21 1.410, C23 1.454, H51 1.007
23 C 2.69 -3.07 0.41  C22 1.454, F24 1.264, C25 1.423
24 F 3.35 -3.76 1.24  C23 1.264
25 C 3.19 -2.28 -0.66  C19 1.407, C23 1.423, H52 1.202
26 C 1.61 1.87 -0.58  C11 1.451, N16 1.448, H53 0.982, H54 1.270
27 O -1.72 0.59 -0.54  C6 1.382, N28 1.463
28 N -2.36 -0.72 -0.65  C4 1.256, O27 1.463
29 H -2.90 -2.29 1.34  C1 1.074
30 H -3.05 -3.73 0.36  C1 1.232
31 H -3.94 -3.66 2.13  C1 1.136
32 H -5.17 -1.57 1.12  C2 1.145
33 H -5.58 -3.16 0.18  C2 1.181
34 H -5.49 -1.20 -1.28  C3 1.259
35 H -3.94 -2.31 -1.55  C3 0.892
36 H -4.87 1.27 0.40  C5 1.261
37 H -2.63 2.78 1.59  C7 1.114
38 H -2.44 3.58 -0.21  C7 1.074
39 H -0.32 1.89 1.40  N8 1.077
40 H 2.07 3.75 -0.34  C11 1.097
41 H 3.03 3.55 1.59  C12 1.289
42 H 1.43 3.23 2.23  C12 0.905
43 H 1.33 0.67 1.78  C13 1.232
44 H 2.60 1.36 2.74  C13 0.886
45 H 4.67 0.43 -1.16  C17 1.038
46 H 3.87 1.41 -2.16  C17 1.130
47 H 2.04 -0.01 -2.69  C18 1.192
48 H 3.59 -1.04 -2.93  C18 1.039
49 H 0.37 -0.98 -1.95  C20 1.137
50 H -0.61 -2.48 0.14  C21 1.103
51 H 0.87 -3.86 1.31  C22 1.007
52 H 4.37 -2.28 -0.46  C25 1.202
53 H 0.84 1.29 -0.80  C26 0.982
54 H 1.72 2.10 -1.82  C26 1.270

Calculated values
Energy ... -35514.767 eV
HOMO-LUMO gap ... 8.959 eV
Total charge ... 0
SMILES ... CCCc1cc(CNC(=O)[C@H]2CCC(=O)N(CCc3cccc(F)c3)C2)on1
E_HOMO ... -8.38 eV